Entry from the Open Molecules 2025 dataset: a 16-piece molecular cluster, C46H130N26O22 overall at a distorted geometry (the ωB97M-V functional and the def2-TZVPD basis).

Cartesian coordinates (Å):
O1 5.89070 -2.16201 -0.45097
O2 -12.68025 3.89253 -2.70107
O3 2.32999 3.74315 -0.73485
O4 -4.97954 0.95939 -3.71926
O5 0.54221 -4.02754 0.78390
O6 5.87713 2.51500 -2.80396
O7 3.26451 -4.17042 -3.80828
O8 -8.68253 1.14240 0.42793
O9 1.32231 1.67241 5.40573
O10 0.20146 -1.38694 -2.10375
O11 -3.49981 -3.05042 -0.86247
O12 4.36260 7.76860 -2.10008
O13 -0.30280 2.18157 -5.53052
O14 1.88374 -3.35463 6.07423
O15 -2.70504 3.49193 -1.43979
O16 3.61834 -2.03506 2.43948
O17 -0.38285 -2.85973 8.76315
O18 -2.48666 -1.83340 4.00210
O19 0.45011 -2.40072 -5.04826
O20 1.16201 6.64491 5.00663
O21 9.35990 -5.04815 2.03948
O22 -2.40580 2.07122 2.26795
N1 1.60356 -4.70591 3.61321
N2 -0.81719 -2.48556 6.57908
N3 0.04233 0.02319 -6.18275
N4 -0.62510 0.58450 5.16403
N5 4.67783 -5.07250 -5.29895
N6 -2.89553 1.80408 -4.07193
N7 3.90217 -2.85393 -1.00861
N8 -4.75759 -2.88971 -2.68671
N9 0.56825 0.76982 -4.05179
N10 -0.05118 3.47932 -2.61574
N11 -4.07617 0.70891 -5.82327
N12 -1.95476 0.79565 -0.15922
N13 0.30048 5.08073 6.33352
N14 0.30836 1.69796 3.40181
N15 -11.30036 1.92785 -0.84952
N16 -2.39836 -3.34857 2.35274
N17 -0.45746 -2.46345 3.27903
N18 -2.57592 -2.62950 8.06605
N19 2.43761 -4.55043 -5.92215
N20 -0.19264 -4.27669 -4.01674
N21 5.90302 -3.62123 1.90363
N22 -3.84453 -0.92662 -1.63628
N23 1.45127 4.46546 4.40235
N24 -1.78036 -2.80768 -4.82482
N25 5.58427 -3.27886 -2.43658
N26 5.22788 5.49890 -3.51124
C1 4.20474 6.48889 -1.50007
C2 -0.23874 -4.86583 0.00388
C3 -3.18829 3.05602 2.85645
C4 -0.53328 -0.96898 -1.01392
C5 5.89171 -2.57290 2.89491
C6 9.50833 -5.28533 3.43863
C7 -1.90556 4.64601 -1.64392
C8 2.42940 -4.63650 5.90344
C9 1.41297 3.68028 -2.96308
C10 5.79811 3.10440 -4.11450
C11 -1.22797 -2.73234 7.83856
C12 5.22817 5.57504 -2.06323
C13 -1.82485 -2.51728 3.22812
C14 8.32149 -4.15335 1.71755
C15 3.02231 3.05285 0.35192
C16 5.66467 1.14634 -2.77616
C17 -3.00152 0.83862 2.00347
C18 -10.98254 0.62274 -0.28796
C19 1.76989 -4.72525 1.10651
C20 6.93546 -4.60014 2.18900
C21 -12.72210 2.23306 -0.98732
C22 -4.10577 3.72323 -1.60700
C23 0.05899 1.03482 -5.27690
C24 1.77620 -5.46456 2.44489
C25 -0.46172 4.26003 -1.53999
C26 -9.50933 0.30820 -0.38343
C27 4.89617 -1.43770 2.44129
C28 2.48505 -1.11154 2.28109
C29 2.83843 -2.48100 6.66690
C30 2.43825 3.04831 -1.92780
C31 -12.95827 5.22200 -3.01878
C32 3.28025 8.67449 -2.07904
C33 5.18095 -2.74656 -1.27349
C34 1.50472 -1.76702 -1.81724
C35 3.46359 -4.56869 -4.94003
C36 -12.90788 3.67906 -1.25536
C37 1.73598 -5.47081 4.85444
C38 -4.02057 -2.26690 -1.65198
C39 -0.74594 0.51520 -0.95161
C40 -0.49752 -3.12892 -4.59356
C41 -4.04516 1.18961 -4.49328
C42 -1.99444 0.12799 1.12509
C43 0.38835 1.36693 4.68567
C44 6.19487 4.53108 -4.02594
C45 -7.31098 0.81749 0.20314
C46 0.99303 5.44893 5.21841
H1 -13.24299 1.99765 -0.00323
H2 -0.47209 0.13833 6.08285
H3 0.13956 5.19231 -1.45947
H4 2.04607 -0.98533 -1.22644
H5 2.55668 -4.77319 -6.90360
H6 -1.23037 0.09325 4.46156
H7 -12.40152 5.48584 -3.86321
H8 -0.05144 -3.34544 2.89994
H9 -12.56816 5.83322 -2.19360
H10 5.50892 -2.99936 3.83510
H11 3.60894 -2.34659 5.97583
H12 7.11720 4.67711 -3.51835
H13 -6.97049 -0.11084 0.67409
H14 2.99989 8.87454 -1.08755
H15 2.17544 2.00011 -1.83063
H16 -0.11523 -2.08378 4.12449
H17 -4.87677 0.06100 -5.88874
H18 -4.06611 3.33753 2.26189
H19 6.53450 2.59089 -4.71251
H20 0.20785 -0.96678 -5.90211
H21 -0.68675 -5.69733 0.57951
H22 3.38923 -3.43438 -1.63144
H23 4.85569 2.99866 -4.56979
H24 0.40220 -5.32708 -0.80733
H25 -3.15875 0.30267 2.97963
H26 -0.54091 3.53864 -3.49458
H27 1.69174 3.51741 4.85928
H28 -2.96482 -2.82249 8.94225
H29 6.82964 -2.15861 3.16472
H30 0.97419 -6.22306 2.32671
H31 -1.02089 0.14653 1.70988
H32 2.08906 4.87995 3.72619
H33 -4.94279 -3.83609 -2.33614
H34 2.45680 -0.46160 3.11762
H35 1.92481 -5.51839 0.36048
H36 0.07741 1.00573 -0.48611
H37 -0.82393 -4.86336 -3.52786
H38 1.64307 4.74688 -2.97867
H39 -0.84678 0.95804 -1.92356
H40 5.39361 6.41292 -3.75127
H41 4.62952 -5.79467 -6.03517
H42 0.40996 1.55953 -3.39471
H43 3.57337 9.58960 -2.49123
H44 3.19293 6.03389 -1.61839
H45 3.32751 -2.85582 7.59940
H46 2.42562 8.36594 -2.63264
H47 -0.06350 -1.22249 -0.01447
H48 -2.59820 -3.21443 -4.46265
H49 -2.29453 -0.90244 0.93028
H50 2.75232 -5.98198 2.38846
H51 10.51764 -5.68455 3.58289
H52 -4.68775 2.78286 -1.57274
H53 -12.15030 4.21660 -0.62955
H54 6.51388 -2.98697 -2.66523
H55 -2.02251 4.98165 -2.68562
H56 0.66252 -5.63901 5.28988
H57 8.53114 -3.15603 2.06458
H58 -3.11608 -2.69230 7.20904
H59 -10.88934 2.11175 -1.69332
H60 2.55932 -0.38757 1.42039
H61 6.92188 -4.74036 3.23971
H62 1.68730 -3.82428 -5.86463
H63 1.50036 3.41090 -3.98690
H64 -9.41834 -0.77034 -0.11800
H65 -6.70369 1.52663 0.74572
H66 2.17998 -6.44867 4.72051
H67 -2.56126 3.90722 3.03012
H68 -0.23556 3.67045 -0.60858
H69 8.43622 -4.08335 0.62759
H70 6.44340 0.55884 -3.18578
H71 -3.96373 1.04499 1.53934
H72 -1.48812 -2.39785 5.78738
H73 2.65764 -4.03154 1.11757
H74 4.61308 0.92482 -3.18415
H75 0.79537 -4.33863 -3.82976
H76 -1.53159 -1.54950 -1.07118
H77 -1.89525 -3.89748 1.66768
H78 4.97424 -3.45768 -3.22456
H79 -3.28306 0.42684 -6.40360
H80 -2.83496 2.26049 -3.16508
H81 -0.63307 1.98182 3.04084
H82 9.38883 -4.31934 4.01344
H83 0.91422 2.44950 3.13370
H84 2.34077 -1.54390 6.84516
H85 -13.91798 4.06247 -1.04689
H86 5.25179 -1.00891 1.47234
H87 2.91849 3.71555 1.11577
H88 -6.89684 0.85140 -0.82525
H89 -0.10062 0.24186 -7.21776
H90 -4.37952 4.20329 -2.57021
H91 3.52650 -4.68347 5.83943
H92 6.25194 5.78231 -1.68863
H93 -3.35646 -3.33521 2.16689
H94 -4.45434 -0.44350 -2.27882
H95 -9.20910 0.43308 -1.47266
H96 -5.54540 -2.38884 -3.10423
H97 -1.92251 -1.85128 -5.16123
H98 6.13804 -3.15306 1.02531
H99 6.47002 4.83308 -5.09177
H100 -2.29133 5.34979 -0.89145
H101 1.98523 -1.94524 -2.77979
H102 4.06210 2.86674 0.14557
H103 3.61473 -2.60027 -0.08768
H104 0.40481 4.16400 6.63187
H105 0.52695 -0.20828 -3.71071
H106 -4.48172 4.30661 -0.78124
H107 1.60613 -1.75692 2.19004
H108 2.56119 2.08021 0.61862
H109 -13.11086 1.53212 -1.75464
H110 -14.01977 5.35653 -3.06121
H111 -11.29495 0.52317 0.79266
H112 -2.23371 2.08102 -4.75322
H113 2.22859 -3.85133 3.59630
H114 0.07545 5.74387 7.07696
H115 5.42838 -5.16861 -4.60876
H116 4.87561 -0.64363 3.14930
H117 1.44562 -2.71099 -1.21072
H118 4.39088 6.53935 -0.45604
H119 2.20134 -5.17400 6.80131
H120 -1.02627 -4.22281 -0.42093
H121 -3.57951 2.68371 3.72145
H122 6.75201 -5.61351 1.76907
H123 0.17782 -2.77608 6.34682
H124 3.41359 3.12847 -2.32274
H125 5.55092 0.99440 -1.74055
H126 8.66233 -5.87884 3.87572
H127 4.89666 4.50751 -1.77122
H128 -3.18866 -0.42910 -1.07817
H129 -11.34676 -0.20666 -0.92049
H130 -1.94005 1.78156 -0.14417

Atoms 1-2, force components in eV/Å:
O 1.3 0.1 -0.9
O 0.3 -0.9 1.7

The maximum force comes out at 0.075 hartree/bohr. As for the relative energy (zero: lowest compared OMol25 entry of this formula, charge and spin): 0.0000 eV. The orbital gap is 8.430 eV. As for the net charge: 0. Its electronic energy is -133598.9914 eV.